Record 1
The following is a DFT calculation (the ωB97M-V functional and the def2-TZVPD basis) of an isolated molecule of C3H3ClN2.

Last column: natural (NBO) charge in e.
CARTESIAN COORDINATES (ANGSTROEM)
Cl: -2.847 -0.179 0.015  0.034
C: -1.154 -0.150 -0.146  0.040
C: -0.302 0.945 -0.061  -0.131
N: 0.947 0.381 -0.005  -0.506
C: 0.783 -0.970 0.004  0.167
N: -0.488 -1.331 -0.082  -0.450
H: -0.479 2.039 -0.002  0.234
H: 1.836 0.780 0.081  0.416
H: 1.703 -1.515 0.194  0.196

The calculation puts the highest occupied orbital energy at -8.78 eV. As for the structure (SMILES): Clc1c[nH]cn1. The HOMO-LUMO gap is 9.5 eV.

Record 2
The following is a DFT calculation (the ωB97M-V functional and the def2-TZVPD basis) of an isolated molecule of C3H3ClN2.

Last column: natural (NBO) charge in e.
CARTESIAN COORDINATES (ANGSTROEM)
N: -3.242 -0.021 -0.025  -0.309
C: -2.081 0.082 0.012  0.242
C: -0.676 0.381 0.006  -0.284
Cl: -0.258 2.077 -0.026  0.003
C: 0.333 -0.559 -0.050  0.083
N: 1.634 -0.218 -0.028  -0.777
H: 0.021 -1.583 -0.064  0.226
H: 2.379 -0.899 0.042  0.406
H: 1.891 0.740 0.133  0.409

The calculation puts the highest occupied orbital energy at -8.76 eV. As for the structure (SMILES): N#C/C(Cl)=C/N. The HOMO-LUMO gap is 9.3 eV.

Record 3
The following is a DFT calculation (the ωB97M-V functional and the def2-TZVPD basis) of an isolated molecule of C3H3ClN2O.

Last column: natural (NBO) charge in e.
CARTESIAN COORDINATES (ANGSTROEM)
N: -1.457 -0.838 -0.929  -0.840
C: -1.413 0.123 0.057  0.771
O: -1.973 -0.025 1.108  -0.552
N: -0.647 1.192 -0.452  -0.459
C: 0.319 1.517 0.260  0.411
C: 1.287 1.378 1.095  -0.348
Cl: 2.825 0.605 0.658  0.002
H: -1.266 -1.823 -0.699  0.403
H: -1.225 -0.684 -1.848  0.388
H: 1.366 2.078 1.783  0.226

The calculation puts the highest occupied orbital energy at -9.69 eV. As for the structure (SMILES): NC(=O)N=C=CCl. The HOMO-LUMO gap is 9.6 eV.

Record 4
The following is a DFT calculation (the ωB97M-V functional and the def2-TZVPD basis) of an isolated molecule of C3H3ClN2O2.

Last column: natural (NBO) charge in e.
CARTESIAN COORDINATES (ANGSTROEM)
H: 3.116 1.239 -0.266  0.380
N: 2.066 1.609 -0.265  -0.680
C: 1.074 0.834 0.044  0.366
C: -0.377 1.170 0.367  -0.370
C: -0.921 -0.001 0.121  0.224
Cl: -2.518 -0.079 -0.157  0.118
O: -0.117 -1.147 0.054  -0.329
N: 1.159 -0.581 0.382  0.060
O: 2.232 -1.280 -0.288  -0.529
H: -0.976 2.158 0.224  0.268
H: 2.523 -1.852 0.578  0.492

The calculation puts the highest occupied orbital energy at -9.15 eV. As for the structure (SMILES): [H]/N=c1/cc(Cl)on1O. The HOMO-LUMO gap is 9.5 eV.

Record 5
The following is a DFT calculation (the ωB97M-V functional and the def2-TZVPD basis) of an isolated molecule of C3H3ClN2OS.

Last column: natural (NBO) charge in e.
CARTESIAN COORDINATES (ANGSTROEM)
C: -0.885 0.934 0.072  -0.080
C: 0.208 0.134 -0.204  -0.101
C: -0.739 -0.410 1.708  0.053
N: -1.404 0.622 1.253  -0.426
N: 0.308 -0.676 0.914  -0.489
O: -0.027 -2.422 2.912  -0.918
S: -1.012 -1.448 3.159  1.369
Cl: -2.940 -2.154 2.545  -0.284
H: -1.409 1.748 -0.408  0.223
H: 1.062 0.034 -0.838  0.224
H: 0.912 -1.434 0.887  0.430

The calculation puts the highest occupied orbital energy at -9.42 eV. The HOMO-LUMO gap is 9.0 eV.

Record 6
The following is a DFT calculation (the ωB97M-V functional and the def2-TZVPD basis) of the ion C3H3ClNO with charge +1.

Last column: natural (NBO) charge in e.
CARTESIAN COORDINATES (ANGSTROEM)
C: 0.741 -0.582 -1.010  -0.165
C: -0.371 -0.037 -0.523  -0.148
C: -0.155 0.081 1.168  0.144
N: -0.431 1.204 0.750  0.257
O: -0.473 2.377 0.410  -0.195
Cl: -0.249 -1.194 2.155  0.323
H: 0.637 -1.188 -1.866  0.263
H: -1.396 -0.148 -0.728  0.262
H: 1.697 -0.513 -0.355  0.259

The total charge is +1. The calculation puts the highest occupied orbital energy at -15.75 eV. The HOMO-LUMO gap is 9.3 eV.

Record 7
The following is a DFT calculation (the ωB97M-V functional and the def2-TZVPD basis) of a structure of composition C3H3ClO.

Last column: natural (NBO) charge in e.
CARTESIAN COORDINATES (ANGSTROEM)
C: -2.703 -0.719 -0.771  0.460
C: 1.698 0.205 -0.125  -0.401
C: 0.438 0.308 0.259  -0.229
O: -3.136 -0.895 0.264  -0.518
Cl: -0.970 0.893 -0.469  0.065
H: 2.322 -0.362 0.683  0.221
H: 2.147 0.723 -0.958  0.216
H: 0.204 -0.153 1.117  0.187

The calculation puts the highest occupied orbital energy at -9.76 eV. The HOMO-LUMO gap is 10.8 eV.

Record 8
The following is a DFT calculation (the ωB97M-V functional and the def2-TZVPD basis) of a cluster of 2 separate species, C3H3ClO in total.

Last column: natural (NBO) charge in e.
CARTESIAN COORDINATES (ANGSTROEM)
C: -0.764 0.457 -0.030  -0.124
C: -2.270 0.665 0.406  0.331
C: 1.112 -0.581 0.187  -0.362
O: -2.010 -0.073 -0.589  -0.434
Cl: 2.182 0.678 -0.211  0.037
H: -0.247 1.163 -0.502  0.150
H: 1.012 -1.372 -0.421  0.192
H: 0.987 -0.937 1.159  0.210

The calculation puts the highest occupied orbital energy at -9.73 eV. The HOMO-LUMO gap is 9.9 eV.

Record 9
The following is a DFT calculation (the ωB97M-V functional and the def2-TZVPD basis) of a cluster of 2 separate species, C3H3ClO in total.

Last column: natural (NBO) charge in e.
CARTESIAN COORDINATES (ANGSTROEM)
C: -0.251 -0.230 -0.002  0.169
C: -1.159 0.653 0.152  -0.209
C: 1.155 -0.654 0.074  -0.096
O: 0.089 -1.539 -0.011  -0.426
Cl: -2.820 0.503 0.019  0.061
H: -0.537 2.363 -0.092  0.130
H: 1.637 -0.322 -0.967  0.166
H: 1.887 -0.775 0.827  0.204

The calculation puts the highest occupied orbital energy at -9.49 eV. The HOMO-LUMO gap is 9.1 eV.

Record 10
The following is a DFT calculation (the ωB97M-V functional and the def2-TZVPD basis) of an isolated molecule of C3H3ClO2.

Last column: natural (NBO) charge in e.
CARTESIAN COORDINATES (ANGSTROEM)
C: -1.534 -0.606 0.071  0.805
C: -3.642 0.676 0.840  0.207
C: -0.141 -0.050 -0.056  -0.707
O: -1.877 -1.634 -0.380  -0.519
O: -2.354 0.128 0.890  -0.560
Cl: -4.376 0.491 -0.616  0.058
H: -0.056 0.041 -1.074  0.240
H: 0.554 -0.726 0.340  0.246
H: -0.083 0.888 0.458  0.231

The calculation puts the highest occupied orbital energy at -9.55 eV. The HOMO-LUMO gap is 9.3 eV.

Record 11
The following is a DFT calculation (the ωB97M-V functional and the def2-TZVPD basis) of an isolated molecule of C3H3ClO2.

Last column: natural (NBO) charge in e.
CARTESIAN COORDINATES (ANGSTROEM)
O: 3.190 1.694 -0.028  -0.534
C: 2.064 1.250 -0.032  0.328
C: 1.719 -0.128 -0.127  -0.271
Cl: 2.898 -1.361 -0.174  0.046
C: 0.182 -0.626 -0.097  0.253
O: -0.117 -1.901 -0.201  -0.619
H: 1.180 1.917 0.024  0.112
H: -0.557 0.155 -0.064  0.182
H: -1.073 -2.040 -0.262  0.503

The calculation puts the highest occupied orbital energy at -8.65 eV. As for the structure (SMILES): O=C/C(Cl)=C/O. The HOMO-LUMO gap is 8.3 eV.

Record 12
The following is a DFT calculation (the ωB97M-V functional and the def2-TZVPD basis) of an isolated molecule of C3H3ClO2S.

Last column: natural (NBO) charge in e.
CARTESIAN COORDINATES (ANGSTROEM)
C: 2.624 -0.014 -1.377  -0.764
C: 1.852 -0.512 -0.264  -0.454
C: 1.764 0.049 0.976  0.572
O: 4.852 -1.310 -0.949  -0.710
O: 1.472 -0.247 2.101  -0.515
S: 4.310 0.031 -1.118  1.356
Cl: 2.795 1.725 0.896  -0.286
H: 2.276 -0.525 -2.285  0.288
H: 2.349 1.105 -1.764  0.275
H: 1.316 -1.373 -0.580  0.237

The calculation puts the highest occupied orbital energy (spin up / spin down) at -8.68 / -8.37 eV. The HOMO-LUMO gap (spin up / spin down) is 5.4 / 4.6 eV.

Energy above the lowest of the compared OMol25 structures with the same formula, charge and spin across the listed records, respectively: 0.007, 0.491, 1.867, 5.369, 0.782, 4.346, 1.114, 5.794, 5.201, 2.687, 2.082, 3.874 eV.
Max |F| across the listed records, respectively: 2.04, 2.43, 4.62, 4.35, 3.83, 3.23, 3.61, 5.34, 5.24, 3.61, 7.81, 4.80 eV/A.